The following is a DFT calculation (wB97M-V/def2-TZVPD) of a molecular structure, C19H24EuN3O5PS at a distorted geometry.

The geometry in ORCA input format:
```
! wB97M-V def2-TZVPD RIJCOSX def2/J DEFGRID3
* xyz 2 8
C 2.38062 -2.58445 -1.32373
C 1.21810 -2.13057 -2.20325
N 0.68163 -0.90795 -2.01799
C -0.28042 -0.49530 -2.88010
C -0.77277 -1.32986 -3.88914
C -0.24955 -2.59746 -4.05487
C 0.78398 -3.00021 -3.21005
C -0.61264 0.97584 -3.01502
P -0.56188 1.98556 -1.45058
H 1.30692 -3.95342 -3.33178
H -1.55606 -0.94995 -4.53789
H -0.60304 -3.24870 -4.84956
C 1.22448 -3.22913 0.67789
C 3.44798 -2.26942 0.89492
H -1.64214 1.06092 -3.42490
H 3.28087 -2.08033 -1.70740
H 2.50350 -3.67560 -1.44341
C -2.33566 2.32697 -1.13883
C -0.06633 3.56372 -2.25018
H -2.43861 2.85764 -0.18480
H -2.82712 2.92874 -1.90850
H -2.89573 1.39909 -1.00041
H 0.36456 4.23666 -1.49863
H 0.71300 3.33326 -2.99053
H -0.90691 4.06993 -2.74654
H 3.89664 -3.27678 0.96708
H 4.15924 -1.56190 0.44475
H 3.20196 -1.92581 1.91362
H 1.57852 -4.26343 0.48863
H 1.13396 -3.07068 1.75942
H 0.24131 -3.07249 0.20907
C 0.71253 2.86997 1.02056
O 0.54001 3.63493 1.85757
Eu 1.69067 0.27350 0.13578
O 3.76890 0.67288 -0.39051
H 0.08412 1.46279 -3.68116
H 3.81850 0.83895 -1.35146
N 2.19861 -2.27337 0.10558
O -2.50743 -0.46303 0.37600
C -1.79901 -0.24247 1.36803
N -0.47065 -0.63695 1.45220
S 0.22114 -0.38992 2.90668
O 0.42769 -1.57450 3.69602
O 1.44187 0.41179 2.65557
C -1.11304 0.60022 3.50360
C -1.17917 1.35065 4.67229
C -2.32429 2.14448 4.86916
C -3.36233 2.15624 3.91284
C -3.29282 1.34079 2.77706
C -2.15893 0.54473 2.59277
H -0.34369 1.31403 5.37355
H -2.39626 2.76952 5.76281
H -4.23735 2.79960 4.06324
H -4.08747 1.28029 2.02448
*
```

As for the largest force on an atom: 5.14 eV/Å. As for the energy relative to the best compared isomer or geometry (same formula, charge and spin): 49.9 kcal per mole. Its molar mass is 589.42 g mol⁻¹.